ORCA calculation (the ωB97M-V functional and the def2-TZVPD basis) on a cluster of 8 separate species, C64H75Cl2N9O22S2 in total at a distorted geometry.

XYZ file:
```
174
Properties=species:S:1:pos:R:3:lowdin_charge:R:1
O 0.041 6.556 -5.961 -0.09
O 6.993 -2.427 5.544 0.03
O 4.841 -2.857 9.474 0.07
O -8.693 2.025 -0.172 0.04
H -6.333 1.066 -0.631 0.13
H -5.860 -1.925 -1.922 0.12
C 2.893 -5.969 6.367 -0.01
C 4.774 0.166 0.893 -0.06
H -4.453 4.957 -12.736 0.12
S -3.982 2.491 -6.042 0.76
C 1.242 -3.185 -4.807 -0.14
H -6.833 1.960 -10.763 0.12
C -0.246 -3.312 6.735 -0.06
H -2.141 3.563 1.584 0.12
H 8.254 -4.453 5.071 0.12
H 3.405 -5.713 -4.204 0.11
N -6.520 3.269 -13.096 -0.35
H -2.969 6.108 -4.441 0.10
S 0.199 -0.638 1.961 0.72
C -3.962 4.551 -10.692 -0.06
O -3.878 1.590 -3.387 -0.08
C 10.477 -2.128 6.190 0.00
C -1.445 2.074 0.027 -0.40
Cl 0.234 3.360 1.746 0.60
C 4.247 -4.295 5.260 0.01
O -5.237 3.090 -6.613 -0.36
C 10.361 -4.761 5.286 -0.06
H 4.757 1.209 0.600 0.11
H -1.181 0.432 -1.714 0.15
H -2.576 -1.143 -4.441 0.10
H -2.846 0.090 -1.120 0.12
H -0.882 6.341 -5.738 0.07
H 3.680 -0.722 9.653 0.12
H 4.484 -3.696 4.388 0.10
H 0.623 -3.770 6.277 0.10
H 5.834 -3.443 6.428 0.07
C -1.425 1.087 -4.118 -0.12
H 1.944 -4.017 11.820 0.12
H 1.008 1.676 -4.916 0.16
C 5.009 -4.154 6.411 -0.05
C -5.411 -0.940 -2.218 -0.15
H -4.887 0.240 -6.430 0.08
H 10.532 -1.106 6.543 0.12
H -3.694 3.952 -8.647 0.08
C -2.705 0.817 -3.272 -0.34
H -1.557 1.388 -5.191 0.11
N 6.848 -2.892 0.317 -0.35
H 0.522 4.616 -6.524 0.12
H 5.306 -4.803 8.435 0.09
C 0.757 4.867 -4.305 -0.22
H -4.354 5.104 -5.176 0.09
H -2.124 4.808 -0.835 0.09
H 1.623 -5.075 -5.780 0.12
H -0.352 6.230 1.301 0.06
C 9.197 -4.009 5.363 0.00
O -2.834 3.201 -6.693 -0.37
O -7.441 2.469 -13.066 0.07
H 2.855 -2.041 -2.062 0.11
C 2.920 -2.462 10.682 -0.14
C 1.579 -2.330 -3.764 0.00
C 11.578 -4.201 5.658 -0.07
H -2.862 4.043 -2.682 0.10
H -5.522 2.291 -8.699 0.08
H -0.832 0.111 -4.146 0.12
C -4.694 4.372 -11.858 -0.01
C -5.728 3.445 -11.874 -0.15
H -7.976 3.010 -2.897 0.09
C 4.804 -2.517 1.648 0.00
N -1.905 1.053 1.044 0.09
C 2.582 -2.700 -2.878 -0.06
N -1.310 0.019 8.059 -0.35
C -4.264 3.806 -9.557 -0.06
H -5.778 5.699 -3.439 0.07
H 2.073 -6.677 6.361 0.12
H 2.983 0.311 2.070 0.08
H 0.098 -0.159 11.923 0.11
H -9.684 2.637 -2.470 0.09
N 0.198 -2.788 -5.757 -0.34
O -2.266 2.118 -1.129 -0.08
C 0.920 -2.142 11.964 -0.06
H -5.208 -0.327 -4.317 0.08
H 4.027 -4.199 -2.351 0.11
H 3.437 -6.418 8.394 0.11
C -4.696 5.761 -3.114 -0.10
C -5.295 2.870 -9.583 -0.06
O -0.495 2.046 -3.547 -0.13
N -7.130 0.578 -1.063 0.03
H -2.164 5.832 1.555 0.09
H 1.868 0.743 10.451 0.11
H 1.932 5.714 -6.017 0.13
H 1.075 -1.380 -3.631 0.11
C -1.339 -1.395 7.673 -0.15
H 1.413 5.543 -3.680 0.12
O 3.943 -4.520 10.519 0.07
H 3.018 -2.068 2.749 0.09
C -1.007 0.226 1.294 -0.71
H 0.670 -1.382 6.882 0.12
H -0.393 1.835 -0.322 0.14
O -0.325 -1.693 -5.601 0.04
H 4.806 -3.557 1.948 0.11
O 1.262 3.539 -4.113 -0.11
O -0.087 -3.565 -6.649 0.09
H -8.754 1.397 -3.375 0.07
C -2.251 0.817 -1.734 -0.11
C 3.777 -0.340 1.721 -0.09
H 12.486 -4.790 5.592 0.11
C -1.352 3.446 0.800 -0.55
C 1.890 -0.299 10.749 -0.06
N 3.981 -3.345 10.190 -0.33
C 2.891 -4.767 -4.083 -0.06
O 1.426 -6.105 4.074 0.07
C -1.333 6.013 0.811 -0.14
H -2.006 3.898 -4.352 0.08
O 2.669 -4.649 3.074 0.05
C 3.239 -3.915 -3.040 -0.06
H -3.742 0.785 -7.693 0.09
H -4.810 -0.547 -1.359 0.10
H 10.321 -5.785 4.933 0.11
C -6.032 2.688 -10.748 0.00
C 0.364 2.548 -4.577 -0.23
H -3.357 -1.702 8.376 0.12
C -3.100 -0.729 -3.530 -0.10
Cl 0.370 4.741 -0.934 0.64
O -2.297 0.478 8.608 0.07
H -4.963 3.189 -3.988 0.15
N 8.044 -1.889 5.869 -0.32
C 3.794 -1.677 2.101 -0.07
H -4.777 -2.039 -4.002 0.12
N 2.367 -5.330 4.043 -0.34
C 0.896 -0.807 11.578 -0.07
C -3.939 2.740 -4.183 -0.31
H 6.560 -0.263 -0.207 0.12
H -0.290 5.032 -3.934 0.10
H -3.157 5.276 -10.665 0.11
C 5.792 -2.004 0.815 -0.15
C 0.883 5.399 -5.794 -0.20
H -3.387 -4.086 7.757 0.11
C -1.383 -4.072 6.982 -0.06
C -3.890 0.749 -6.571 -0.12
C -0.220 -1.966 7.079 0.00
H -2.713 -1.357 -2.670 0.13
C 4.715 -4.918 7.538 -0.07
C -3.704 5.275 -4.282 -0.20
H -3.030 0.166 -6.162 0.06
C -8.661 2.175 -2.562 -0.02
O -6.215 3.934 -14.071 0.07
C 11.636 -2.888 6.113 -0.06
C -1.260 4.722 -0.132 -0.68
H -1.397 -5.124 6.717 0.11
C 1.935 -2.977 11.516 0.00
H -4.520 6.830 -2.830 0.07
H 12.586 -2.457 6.405 0.11
H -0.227 2.965 -5.440 0.12
C -4.650 -0.985 -3.605 -0.18
C -8.166 1.587 -1.195 -0.46
O -0.299 0.656 7.812 0.07
C 3.661 -5.826 7.514 -0.06
C 3.189 -5.199 5.248 -0.16
C 5.789 -0.666 0.437 0.00
C -2.483 -2.146 7.918 0.00
C -6.641 0.065 -2.373 -0.23
H 0.145 -2.533 12.612 0.11
H -7.470 -0.373 -2.999 0.13
C 1.887 -4.405 -4.971 0.00
C -2.501 -3.490 7.569 -0.06
H -1.655 6.871 0.151 0.08
C 2.910 -1.127 10.299 0.00
O 8.141 -0.732 6.233 0.10
H -4.615 5.137 -2.184 0.07
O 7.709 -2.405 -0.396 0.07
C -2.967 3.934 -3.786 -0.13
C 9.267 -2.694 5.810 -0.14
H -6.257 0.957 -2.958 0.10
O 6.802 -4.067 0.641 0.07
```

Calculated values
Total charge = 0
Energy above the lowest of the compared OMol25 structures with the same formula, charge and spin = 38.54 kcal/mol
Lowest unoccupied orbital energy = -0.0368 hartree
E_HOMO = -9.72 eV
SMILES = CCC[C@H](O[C@@](CCCCNC(C)=O)(COCOCCO)CO[C@H](N=C=S)[C@@H](Cl)[C@@H](C)Cl)S(C)(=O)=O.O=[N+]([O-])c1ccccc1.O=[N+]([O-])c1ccccc1.O=[N+]([O-])c1ccccc1.O=[N+]([O-])c1ccccc1.O=[N+]([O-])c1ccccc1.O=[N+]([O-])c1ccccc1.O=[N+]([O-])c1ccccc1
Orbital gap = 8.72 eV
Calculated total energy = -6347.7606 hartree